1.
70
Properties=species:S:1:pos:R:3:forces:R:3:mulliken_charge:R:1 method="wB97M-V/def2-TZVPD" lumo_ev=-11.05 relative_energy_kcal_mol=20.18 charge=+3 multiplicity=1
Ta 0.328591 -0.206338 0.318496 0.0 0.0 -0.3 0.20
O -3.389296 -4.997377 -1.253543 0.0 0.0 0.0 -0.46
C -2.524751 -4.070794 -0.922588 -0.1 -0.1 -0.1 0.72
C -1.182584 -4.322096 -0.582485 0.0 0.1 0.0 -0.63
C -0.372961 -3.272360 -0.253492 -0.1 0.0 0.0 -0.59
N -0.812658 -1.985440 -0.252622 0.0 0.0 0.0 0.10
C -2.105013 -1.781991 -0.576496 0.0 0.0 0.0 0.46
Br -2.560863 0.046855 -0.471031 0.1 0.1 0.1 0.20
C -2.999427 -2.745690 -0.909163 0.0 0.0 0.0 -0.63
H -3.033372 -5.898892 -1.219610 0.0 0.0 0.0 0.36
H -0.787154 -5.329239 -0.569444 0.0 0.0 0.0 0.44
H 0.658604 -3.438196 0.027862 0.0 0.0 0.0 0.49
H -4.028958 -2.524049 -1.153598 0.0 0.0 0.0 0.60
B 2.420162 2.213289 -0.467120 0.0 -0.1 0.0 -0.11
N 1.244795 2.625764 0.478844 -0.1 0.1 0.0 0.04
C 0.950402 3.818077 0.950783 0.0 0.0 0.0 0.07
C -0.288764 3.783678 1.623187 0.0 0.0 0.0 -1.19
C -0.714705 2.498744 1.515497 0.0 0.0 0.0 -0.15
N 0.218502 1.761495 0.810332 -0.1 0.1 -0.1 0.11
N 3.094879 0.935854 0.119863 0.0 -0.1 0.1 0.01
C 4.340684 0.703316 0.477394 0.0 0.1 -0.1 -0.07
C 4.499470 -0.646349 0.836660 0.0 0.0 0.0 -1.13
C 3.264184 -1.196644 0.697119 -0.1 0.0 0.0 -0.24
N 2.378438 -0.239992 0.243848 -0.1 0.0 0.2 0.24
H 3.204135 3.104178 -0.527270 0.0 0.0 0.0 -0.01
H 1.934655 1.871725 -1.512553 0.0 0.1 -0.1 -0.15
H 1.631228 4.641937 0.796541 0.0 0.0 0.0 0.53
H -0.776792 4.599445 2.128837 0.0 0.0 0.0 0.50
H -1.595907 2.022975 1.914461 0.0 0.0 0.0 0.55
H 5.067826 1.501453 0.453707 0.0 0.0 0.0 0.51
H 5.404996 -1.127555 1.165230 0.0 0.0 0.0 0.51
H 2.930829 -2.202045 0.890625 0.1 0.0 0.0 0.52
C 4.185357 -0.987806 -5.229198 0.0 0.0 0.0 -0.70
C 2.942087 -0.834633 -5.827525 0.0 0.0 0.0 -0.73
C 1.832144 -0.517404 -5.056973 0.0 0.0 0.0 -0.65
C 1.980761 -0.346877 -3.681721 0.0 0.0 0.1 0.78
C 3.225629 -0.500372 -3.079075 0.0 0.0 0.0 -0.50
C 4.327078 -0.822921 -3.857416 0.0 0.0 0.0 -0.49
Sb 0.240241 0.183327 -2.629300 0.1 -0.2 0.0 2.24
C -0.254569 2.150686 -3.160440 0.0 0.0 0.0 1.22
C -1.464331 2.744912 -2.810404 0.0 0.0 0.0 -0.51
C -1.734663 4.040674 -3.227136 0.0 0.0 0.0 -0.82
C -0.801245 4.735839 -3.985433 0.0 0.0 0.0 -0.63
C 0.405794 4.141737 -4.327963 0.0 0.0 0.0 -0.84
C 0.687081 2.846173 -3.914156 0.0 0.1 0.0 -0.52
C -1.178618 -1.124877 -3.474719 0.0 0.0 0.0 0.82
C -2.437179 -0.681282 -3.872318 0.0 0.0 0.0 -0.49
C -3.333229 -1.575158 -4.443864 0.0 0.0 0.0 -0.74
C -2.970191 -2.904457 -4.624558 0.0 0.0 0.0 -0.64
C -1.704435 -3.342512 -4.248471 -0.1 0.0 0.0 -0.84
C -0.807675 -2.454594 -3.671408 0.1 0.0 0.0 -0.78
H 5.047170 -1.235687 -5.833967 0.0 0.0 0.0 0.43
H 2.834059 -0.961577 -6.896195 0.0 0.0 0.0 0.45
H 0.867016 -0.408282 -5.538077 0.0 0.0 0.0 0.50
H 3.353785 -0.365097 -2.015160 0.0 0.0 0.0 0.22
H 5.297699 -0.944285 -3.395152 0.0 0.0 0.0 0.46
H -2.213894 2.215740 -2.235516 0.0 0.0 0.0 0.14
H -2.678187 4.502204 -2.968010 0.0 0.0 0.0 0.47
H -1.019900 5.742295 -4.316061 0.0 0.0 0.0 0.44
H 1.128825 4.682839 -4.923233 0.0 0.0 0.0 0.46
H 1.632447 2.392350 -4.186639 0.0 0.0 0.0 0.41
H -2.715408 0.361162 -3.771541 0.0 0.0 0.0 0.39
H -4.304265 -1.228892 -4.772572 0.0 0.0 0.0 0.51
H -3.663455 -3.593204 -5.089150 0.0 0.0 0.0 0.48
H -1.409548 -4.367704 -4.433072 0.0 0.0 0.0 0.54
H 0.192461 -2.793618 -3.420837 0.0 0.0 0.0 0.53
O -0.490008 -1.760981 3.640612 0.0 0.0 0.0 -0.39
N -0.244037 -1.284115 2.614551 0.1 -0.1 0.0 0.93
O 0.813810 -1.555010 1.892852 0.0 -0.1 0.0 -0.56
O -0.971193 -0.399979 1.990003 0.0 0.0 0.2 -0.41

=====

2.
11
Properties=species:S:1:pos:R:3:forces:R:3:mulliken_charge:R:1 method="wB97M-V/def2-TZVPD" lumo_ev=-1.72 relative_energy_kcal_mol=101.41 charge=0 multiplicity=1
C -1.760848 -0.330429 -0.352895 0.9 -1.7 0.8 0.70
C 1.250509 0.321355 0.058442 -0.1 -1.4 2.3 0.42
C 0.051869 1.201788 0.021070 1.0 1.0 1.2 0.18
N -2.478918 -1.374073 -0.068395 3.1 1.0 -1.7 -0.30
N 1.386382 -0.406372 1.052259 0.0 -0.4 0.5 -0.52
N -0.783984 0.333915 -0.649296 -4.6 -0.7 -0.4 -0.29
F 1.768496 0.101046 -1.114427 0.8 0.1 -1.6 -0.23
F -0.305659 1.733286 1.251223 -0.1 -1.1 -0.9 -0.27
F -1.169018 -2.274239 -0.459459 -2.1 0.5 1.0 -0.29
H 0.176037 1.986103 -0.640447 0.4 2.1 -1.0 0.32
H 1.865136 -1.292379 0.901925 0.6 0.4 0.0 0.27

=====

3.
56
Properties=species:S:1:pos:R:3:forces:R:3:mulliken_charge:R:1 method="wB97M-V/def2-TZVPD" lumo_ev="-0.91 / -0.89" charge=0 multiplicity=1
Mo -0.129388 -0.929798 -0.453021 0.9 0.9 -0.4 2.01
Cl -1.987744 -6.430572 -4.313028 -0.1 0.0 0.0 -0.22
C -1.158389 -5.468654 -3.141483 0.1 0.0 0.1 0.06
C -1.649594 -4.207031 -2.839859 0.0 0.1 0.0 -0.49
C -0.964621 -3.432419 -1.927443 0.2 -0.3 0.2 -0.01
N -1.298195 -2.119851 -1.549340 -0.9 -0.6 -0.3 -0.34
C -2.632208 -1.860705 -1.312947 -0.1 -0.2 -0.1 -0.05
O -3.524124 -2.668094 -1.186502 -0.1 0.1 -0.1 -0.60
C -2.870071 -0.391370 -1.352630 -0.2 0.3 -0.2 0.59
C -4.146095 0.134594 -1.449285 0.0 -0.2 0.1 -0.48
C -4.282953 1.477809 -1.736509 0.2 0.1 0.0 -0.40
C -3.129113 2.224770 -1.943031 -0.2 -0.1 0.0 -0.64
C -1.896377 1.625993 -1.783140 0.3 0.1 0.0 -0.45
N -1.752215 0.336130 -1.469225 -0.7 -0.1 0.0 -0.03
C 0.192512 -3.880143 -1.303593 -0.2 0.0 -0.1 0.10
C 0.664394 -5.158107 -1.577769 0.0 0.0 0.0 -0.80
C -0.015153 -5.938748 -2.504774 -0.1 0.1 0.0 0.17
Cl 0.599398 -7.515823 -2.853890 0.0 -0.1 0.0 -0.21
N 0.729009 -2.897005 -0.461592 0.1 -0.2 -0.1 -0.35
C 1.821169 -3.194563 0.303882 0.0 0.1 0.2 0.15
O 2.399755 -4.258308 0.420515 0.0 0.0 -0.1 -0.73
C 2.208907 -1.974396 1.042314 0.2 -0.3 0.1 -0.38
C 3.057352 -1.990704 2.083569 -0.1 -0.1 -0.1 -0.17
C 3.180056 -0.804174 2.898716 -0.1 0.2 0.0 -0.62
C 2.646336 0.338815 2.464098 -0.1 0.0 0.0 -0.71
C 2.054870 0.400889 1.081913 -0.1 0.2 -0.1 0.52
N 1.494670 -0.872227 0.624927 0.8 0.1 0.8 -0.02
H -2.553222 -3.849410 -3.310775 0.0 0.0 0.0 0.50
H -4.980203 -0.542790 -1.330038 0.0 0.0 0.0 0.50
H -5.260595 1.931894 -1.825536 0.0 0.0 0.0 0.45
H -3.180892 3.269159 -2.215378 0.0 0.0 0.0 0.43
H -0.991842 2.199108 -1.915821 0.0 0.0 0.1 0.51
H 1.541671 -5.540783 -1.087014 0.0 0.0 0.0 0.70
H 3.539198 -2.922062 2.341890 0.0 0.0 0.0 0.50
H 3.667114 -0.858660 3.863299 0.0 0.0 0.0 0.46
H 2.702562 1.256180 3.031516 0.0 0.0 0.1 0.44
H 2.861828 0.695234 0.384580 0.0 0.0 0.0 0.35
C -1.608993 2.554553 1.889247 -0.1 0.1 0.1 -0.89
O -1.579520 1.421642 1.029543 0.3 -0.3 0.0 -0.28
C -0.401790 0.794995 0.760367 -1.0 0.3 0.9 -1.01
O 0.376610 1.237748 -0.420291 0.6 0.3 -0.9 -0.44
H -1.077683 2.352325 2.820449 -0.1 0.0 0.0 0.29
H -2.659663 2.728720 2.107694 0.0 0.0 0.0 0.34
H -1.184414 3.440960 1.415585 0.0 0.0 0.0 0.36
C 0.947777 1.410991 0.894413 0.3 -0.3 0.4 1.76
C 1.322367 2.835016 1.191109 -0.1 0.0 -0.2 -0.25
C 1.704376 3.636607 0.116848 0.0 -0.1 0.1 -0.50
C 2.144427 4.934355 0.324801 0.0 0.0 0.0 -0.86
C 2.211187 5.444702 1.612507 0.0 0.0 -0.1 -0.46
C 1.833076 4.651308 2.684766 0.0 0.0 0.1 -1.06
C 1.392349 3.352645 2.479591 0.0 0.0 0.0 0.05
H 1.657590 3.228228 -0.883724 0.0 0.0 0.0 0.43
H 2.436329 5.540639 -0.522745 0.0 0.0 0.0 0.41
H 2.561763 6.454340 1.781711 0.0 0.0 0.0 0.41
H 1.877789 5.043623 3.692572 0.0 0.0 0.0 0.41
H 1.088618 2.752424 3.327960 0.0 0.0 0.0 0.57